--- i ---
{"formula": "C4H8FN3", "method": "ωB97M-V with the def2-TZVPD basis set", "smiles": "[H]/N=C(/N)[C@]1(N)C[C@H]1F", "e_homo_ha": -0.3182, "e_lumo_ev": 0.85, "symbols": ["C", "C", "C", "C", "H", "H", "H", "H", "H", "H", "H", "H", "N", "N", "N", "F"], "positions_angstrom": [[1.18, -0.25, -0.08], [-0.23, 0.13, 0.13], [-1.21, -0.84, 0.87], [-1.27, -0.60, -0.54], [2.83, 0.43, -0.93], [1.80, 1.75, -0.94], [1.09, -2.15, -0.01], [0.00, 2.11, 1.17], [-1.47, 1.79, 0.08], [-0.73, -1.78, 1.35], [-2.20, -0.43, 1.22], [-0.88, -1.20, -1.43], [2.11, 0.85, -0.20], [1.75, -1.40, -0.20], [-0.42, 1.49, 0.28], [-2.35, 0.11, -0.78]]}

--- ii ---
{"formula": "C4H8FN3", "method": "ωB97M-V with the def2-TZVPD basis set", "e_homo_ha": -0.3386, "e_lumo_ev": 0.42, "symbols": ["C", "C", "C", "C", "H", "H", "H", "H", "H", "H", "H", "H", "N", "N", "N", "F"], "positions_angstrom": [[-0.27, -0.76, -0.14], [0.03, 0.53, 0.47], [1.46, 0.75, 1.05], [1.15, 1.49, -0.11], [-1.55, -2.71, -1.55], [-2.19, -2.94, 0.50], [-2.66, -0.22, -0.38], [0.50, -2.26, -0.72], [-0.82, 1.05, 0.95], [1.97, -0.25, 0.90], [1.59, 1.47, 1.97], [1.57, 1.08, -1.09], [-2.13, -2.26, -0.57], [-1.55, -1.08, -0.41], [0.77, -1.36, -0.36], [0.86, 2.85, 0.13]]}

Top of the stability list: i, leading by 3.237 eV.

--- i ---
{"formula": "C6H16O2", "method": "ωB97M-V with the def2-TZVPD basis set", "smiles": "C=CCCCC.O.O", "e_homo_ha": -0.3576, "e_lumo_ev": 0.56, "symbols": ["C", "C", "C", "C", "C", "C", "H", "H", "H", "H", "H", "H", "H", "H", "H", "H", "H", "H", "H", "H", "O", "H", "H", "O"], "positions_angstrom": [[-2.39, 0.68, -0.69], [-0.88, 1.05, -0.64], [0.36, 0.39, -1.28], [0.10, -1.08, -1.58], [0.49, -2.94, -0.06], [-0.12, -1.79, -0.27], [-2.99, 1.53, -0.38], [-2.65, -0.22, -0.11], [-2.64, 0.57, -1.76], [-0.86, 2.14, -0.82], [-0.67, 1.05, 0.45], [1.06, 0.38, -0.41], [0.76, 1.07, -2.05], [0.81, -1.47, -2.31], [-0.83, -1.08, -2.22], [1.11, -3.43, -0.80], [0.40, -3.71, 0.76], [-0.91, -1.43, 0.39], [2.50, 1.54, 0.97], [3.65, 1.31, 2.01], [2.71, 1.18, 1.84], [0.97, 1.73, 2.88], [0.00, 0.78, 3.01], [0.01, 1.75, 3.06]]}

--- ii ---
{"formula": "C6H16O2", "method": "ωB97M-V with the def2-TZVPD basis set", "smiles": "C=CCCCC.O.O", "e_homo_ha": -0.3514, "e_lumo_ev": 0.59, "symbols": ["C", "C", "C", "C", "C", "C", "H", "H", "H", "H", "H", "H", "H", "H", "H", "H", "H", "H", "H", "H", "O", "H", "H", "O"], "positions_angstrom": [[1.56, -2.04, -0.99], [1.34, -0.60, -0.57], [-0.01, -0.42, 0.18], [-1.39, -0.75, -0.41], [-2.53, 0.56, -2.02], [-1.48, -0.26, -1.86], [2.42, -2.13, -1.66], [0.70, -2.41, -1.54], [1.67, -2.63, -0.08], [2.13, -0.18, 0.07], [1.27, 0.05, -1.46], [-0.01, 0.63, 0.45], [0.19, -0.95, 1.10], [-2.09, -0.15, 0.18], [-1.54, -1.83, -0.29], [-3.25, 0.91, -1.25], [-2.74, 1.16, -2.92], [-0.75, -0.60, -2.58], [-1.31, 2.09, 3.11], [0.23, 2.27, 2.44], [-0.53, 1.68, 2.74], [2.00, 1.08, 2.43], [2.22, 2.57, 2.14], [1.89, 1.96, 2.80]]}

--- iii ---
{"formula": "C6H16O2", "method": "ωB97M-V with the def2-TZVPD basis set", "smiles": "CCOC.CCOC", "e_homo_ha": -0.3632, "e_lumo_ev": 1.14, "symbols": ["O", "C", "C", "C", "H", "H", "H", "H", "H", "H", "H", "H", "O", "C", "C", "C", "H", "H", "H", "H", "H", "H", "H", "H"], "positions_angstrom": [[4.15, -1.93, 2.83], [4.14, -0.60, 2.32], [4.70, -4.19, 2.48], [4.59, -2.83, 1.84], [3.73, 0.12, 3.04], [3.55, -0.54, 1.39], [5.18, -0.30, 2.09], [5.34, -4.81, 1.84], [3.77, -4.74, 2.70], [5.22, -4.01, 3.44], [3.87, -2.93, 1.01], [5.56, -2.51, 1.42], [-5.04, 2.17, -1.56], [-4.37, 2.27, -0.33], [-4.89, 2.35, -3.96], [-4.27, 2.69, -2.60], [-4.08, 3.31, -0.10], [-3.48, 1.63, -0.26], [-5.11, 1.93, 0.42], [-5.93, 2.71, -3.98], [-4.88, 1.27, -4.19], [-4.31, 2.88, -4.73], [-4.21, 3.79, -2.49], [-3.23, 2.30, -2.62]]}

--- iv ---
{"formula": "C6H16O2", "method": "ωB97M-V with the def2-TZVPD basis set", "smiles": "C/C=C/CCC.O.O", "e_homo_ha": -0.3260, "e_lumo_ev": 0.81, "symbols": ["C", "C", "C", "C", "C", "C", "H", "H", "H", "H", "H", "H", "H", "H", "H", "H", "H", "H", "H", "H", "O", "H", "H", "O"], "positions_angstrom": [[-0.04, -1.43, -1.94], [-1.47, -1.05, -1.52], [-1.72, -1.31, -0.03], [-0.84, -0.55, 0.90], [-0.27, -1.16, 1.95], [0.46, -0.39, 3.03], [0.66, -0.60, -1.96], [0.01, -1.97, -2.89], [0.38, -2.14, -1.22], [-2.21, -1.57, -2.12], [-1.61, 0.03, -1.68], [-1.68, -2.39, 0.16], [-2.77, -1.08, 0.15], [-0.66, 0.52, 0.83], [-0.25, -2.24, 1.98], [1.40, 0.00, 2.62], [0.59, -0.92, 3.97], [-0.13, 0.50, 3.26], [-0.52, 3.24, 2.53], [-1.64, 2.33, 3.13], [-1.33, 2.76, 2.32], [4.34, 3.37, -3.75], [4.50, 3.18, -5.30], [4.82, 2.89, -4.43]]}

Top of the stability list: iv, leading by 0.545 eV.

--- i ---
{"formula": "C3H8NS", "method": "ωB97M-V with the def2-TZVPD basis set", "e_homo_ha": -0.5205, "charge": 1, "e_lumo_ev": -4.72, "symbols": ["C", "C", "C", "N", "S", "H", "H", "H", "H", "H", "H", "H", "H"], "positions_angstrom": [[0.01, -0.09, -0.69], [-0.76, -1.40, -0.74], [-0.17, 0.69, 0.63], [0.15, 1.95, 0.80], [1.75, -0.39, -0.17], [0.00, 0.55, -1.66], [-1.80, -1.09, -0.91], [-0.67, -1.99, 0.28], [-0.22, -1.98, -1.60], [-0.44, 0.08, 1.51], [0.59, 2.48, 0.01], [0.15, 2.40, 1.74], [1.41, -1.21, 0.79]]}

--- ii ---
{"formula": "C3H8NS", "method": "ωB97M-V with the def2-TZVPD basis set", "e_homo_ha": -0.5298, "charge": 1, "e_lumo_ev": -6.17, "symbols": ["C", "C", "C", "N", "S", "H", "H", "H", "H", "H", "H", "H", "H"], "positions_angstrom": [[-0.33, -1.39, -1.03], [-0.35, -1.53, 0.48], [-1.12, -0.51, -0.14], [0.78, 1.74, 0.02], [-2.34, 0.61, -0.11], [0.73, -1.14, -1.52], [-0.88, -2.10, -1.59], [-0.73, -2.29, 1.00], [0.54, -1.30, 0.88], [0.69, 2.72, 0.20], [0.71, 1.66, -0.98], [1.78, 1.51, 0.23], [-2.82, 0.24, 1.05]]}

Top of the stability list: i, leading by 2.172 eV.

--- i ---
{"formula": "C2H2O3", "method": "ωB97M-V with the def2-TZVPD basis set", "e_homo_ha": [-0.3822, -0.3825], "e_lumo_ev": [-2.38, -2.38], "symbols": ["C", "C", "O", "O", "O", "H", "H"], "positions_angstrom": [[0.05, 0.39, -0.43], [-0.13, -0.96, -0.03], [-0.32, -1.95, -0.73], [0.31, 1.43, 0.22], [0.12, 1.66, 1.54], [0.11, 0.46, -1.62], [-0.13, -1.05, 1.05]]}

--- ii ---
{"formula": "C2H2O3", "method": "ωB97M-V with the def2-TZVPD basis set", "e_homo_ha": -0.3023, "e_lumo_ev": 0.40, "symbols": ["C", "C", "O", "O", "O", "H", "H"], "positions_angstrom": [[-0.08, 1.42, -0.22], [0.37, -0.77, -0.18], [-0.58, 1.71, 0.75], [1.18, -1.21, -0.94], [-0.45, -1.14, 0.81], [0.23, 2.06, -1.10], [-0.68, -2.07, 0.87]]}

--- iii ---
{"formula": "C2H2O3", "method": "ωB97M-V with the def2-TZVPD basis set", "e_homo_ha": -0.3358, "e_lumo_ev": 0.38, "symbols": ["C", "C", "O", "O", "O", "H", "H"], "positions_angstrom": [[1.41, 0.19, 0.09], [-0.62, -0.30, 0.61], [2.13, -0.66, 0.31], [0.84, 1.16, -0.21], [-1.15, -0.84, -0.44], [-0.87, 0.85, 0.70], [-1.73, -0.41, -1.07]]}

Top of the stability list: ii, leading by 0.248 eV.